Density functional theory data (ωB97M-V/def2-TZVPD) for a molecular structure, C30H28BCdF6N10O4S4.

Geometry as XYZ:
```
84
C30H28BCdF6N10O4S4 ωB97M-V/def2-TZVPD
N -2.34 -2.09 0.27
C -0.62 -3.87 0.36
H -3.40 3.49 -4.30
C 0.98 -1.41 6.77
C 2.71 -1.80 -4.06
H -1.52 -2.03 4.58
H -1.45 5.23 0.08
H 2.09 0.18 4.00
C -3.12 3.39 -3.26
O 2.69 -3.40 -2.02
H 3.31 4.69 -0.87
H -1.45 3.37 0.88
N -2.32 3.58 -1.21
N 2.00 3.14 -1.58
C 1.51 -3.35 0.90
C -3.01 2.42 -1.25
O -0.29 -1.06 -4.49
H 3.94 2.67 -2.13
F 2.43 -0.56 -4.41
H -0.99 -1.41 2.43
N 0.16 3.85 -0.68
C -0.29 -5.22 0.34
C 1.68 3.33 3.27
H -5.00 0.85 -2.35
S -3.24 1.27 -0.01
H 3.64 4.13 2.87
H 4.19 2.39 1.20
C 2.92 3.35 2.65
S -0.07 1.55 -2.25
H -1.90 5.11 -2.65
C -0.59 -1.63 4.97
C 1.83 -4.70 0.90
H 0.97 5.59 0.27
C -4.17 1.11 -3.00
C 2.31 4.30 -0.91
C -3.61 -2.08 -0.07
H -4.24 -1.21 -0.10
C 1.80 -0.67 5.94
H -4.90 -3.64 -0.70
O 1.97 -1.06 -1.66
S -0.68 -1.88 -3.38
H 2.54 0.62 0.66
F -1.09 -3.78 -5.13
C -0.22 -1.90 6.28
C 2.31 1.38 1.41
C 0.14 0.22 1.80
H 2.26 -2.59 1.08
C -0.25 -0.67 2.72
C 3.23 2.37 1.71
C 1.08 1.31 2.07
N -3.51 2.30 -2.50
C 0.21 -0.86 4.12
H 1.42 4.10 3.98
C 1.16 4.74 -0.35
C 2.94 2.29 -2.29
H -3.46 0.28 -3.04
C -1.70 -3.24 -4.08
H 1.28 -1.62 7.79
N 0.46 -2.76 -2.75
B -1.32 4.03 -0.11
N 0.94 -5.64 0.61
H -1.04 -5.97 0.09
F -2.87 -2.73 -4.48
H -0.19 2.30 3.48
C 1.43 -0.39 4.63
F 2.32 -2.62 -5.03
S 1.93 -2.27 -2.44
H 2.75 -0.29 6.31
C 0.77 2.32 2.99
H -0.87 -2.50 6.91
Cd -0.63 -0.01 -0.23
N -2.96 -4.18 -0.29
N 0.28 -2.94 0.62
H 2.86 1.26 -1.93
H -4.54 1.32 -4.00
H 2.71 2.29 -3.36
C -2.39 4.18 -2.45
F 4.03 -1.91 -3.93
H 2.84 -5.03 1.11
F -1.94 -4.20 -3.19
O -1.56 -1.28 -2.39
C 0.68 2.88 -1.44
C -1.99 -3.39 0.10
N -4.00 -3.32 -0.40
```

Properties
* energy relative to the best compared isomer or geometry (same formula, charge and spin): 11.4 kcal/mol
* net charge: -1

Partial charges, Löwdin, in e: 0.08 -0.21 0.11 -0.12 -0.69 0.11 0.07 0.10 -0.07 -0.28 0.11 0.05 -0.03 -0.13 -0.12 -0.80 -0.28 0.09 0.13 0.05 0.01 -0.07 -0.09 0.07 0.53 0.09 0.10 -0.12 0.63 0.12 -0.05 -0.12 0.11 -0.04 -0.07 -0.19 0.06 -0.09 0.15 -0.36 0.55 0.10 0.14 -0.10 -0.07 -0.23 0.11 -0.16 -0.11 -0.31 -0.13 -0.21 0.10 -0.07 -0.04 0.07 -0.69 0.09 -0.29 -0.46 0.09 0.11 0.12 0.12 -0.03 0.14 0.56 0.10 -0.06 0.09 1.25 0.12 0.13 0.06 0.09 0.09 -0.09 0.13 0.10 0.13 -0.41 -0.68 -0.34 0.03

Density functional theory data (ωB97M-V/def2-TZVPD) for a molecular structure, C30H28BN10O6Ti.

Geometry as XYZ:
```
76
C30H28BN10O6Ti ωB97M-V/def2-TZVPD
H -1.86 -4.43 -0.01
H 4.59 4.77 0.16
N -1.39 0.32 -1.92
H -0.99 2.40 -4.17
N -1.69 0.63 0.81
C -5.23 -3.83 -0.02
O 1.36 -0.13 -1.65
C 0.26 -3.98 0.41
C 2.52 0.35 -2.14
C 1.81 -0.05 3.69
C 4.00 0.67 2.96
N -2.60 -0.40 0.67
H -5.17 -0.96 -1.57
H -0.78 2.59 2.84
C -1.07 -3.74 0.09
C 3.49 1.17 1.78
O 3.08 -0.17 -3.07
H -3.19 -2.01 -3.25
C -1.21 0.57 -3.21
C -2.22 1.47 1.73
C 2.31 -2.43 0.59
H 3.66 -0.49 4.78
H 0.42 1.36 -4.37
C -3.41 0.97 2.21
C 3.00 1.58 -1.46
C 3.19 -0.01 3.89
H 0.16 2.15 -2.85
H 5.06 0.81 3.14
C -3.63 -0.15 1.48
H 1.31 2.87 -1.29
C -1.98 -0.34 -3.96
H -6.74 -5.14 0.74
C 2.09 1.05 1.54
H -6.99 -2.87 -1.07
N -3.99 -3.45 0.12
Ti 0.16 0.30 -0.29
H -4.05 1.45 2.94
H 4.11 1.74 1.15
C 2.84 3.66 -0.11
H -2.22 3.52 2.31
N -0.06 -1.76 0.17
N -3.84 -2.25 -0.51
N -2.23 -0.78 -1.78
C 1.42 1.59 0.40
N 6.35 3.00 -1.08
C 4.17 3.92 -0.37
C -0.38 1.69 -3.69
N -1.26 -2.41 -0.06
O 0.97 4.28 1.03
H 0.77 -4.92 0.62
H 2.81 -3.19 1.15
H -5.04 -5.47 1.28
C -2.58 -1.16 -3.05
N 2.13 4.58 0.74
B -2.52 -1.47 -0.45
C -5.95 -2.86 -0.77
C 4.31 1.86 -1.59
H 4.89 1.09 -2.10
H -4.50 -0.80 1.52
H 2.54 -1.47 1.13
H -5.62 -5.87 -0.40
H -0.96 3.08 1.15
C 0.83 -2.74 0.43
C 2.09 2.47 -0.61
O 6.97 3.92 -0.57
C -1.51 2.73 2.04
C 4.94 2.95 -1.03
H 2.73 -2.36 -0.44
H 1.16 -0.52 4.42
C -5.67 -5.17 0.44
C 1.26 0.44 2.52
C -5.04 -1.88 -1.03
H 0.22 0.49 2.34
O 6.92 2.05 -1.57
H -2.01 -0.42 -5.03
O 2.66 5.59 1.14
```

Properties
* 2S+1: 2
* energy relative to the best compared isomer or geometry (same formula, charge and spin): 20.0 kcal/mol

Partial charges, Löwdin, in e: 0.10 0.14 0.03 0.08 0.00 -0.37 -0.17 -0.01 -0.51 -0.08 -0.07 0.04 0.12 0.09 -0.04 -0.01 0.13 0.13 -0.31 -0.32 0.01 0.11 0.10 -0.01 -0.03 -0.09 0.06 0.11 -0.06 0.15 0.00 0.09 -0.25 0.10 0.11 1.08 0.12 0.09 -0.07 0.09 0.01 -0.01 0.05 -0.19 -0.36 0.11 0.00 0.05 0.07 0.12 0.07 0.08 -0.04 -0.33 -0.59 -0.02 0.05 0.15 0.13 0.07 0.08 0.06 -0.32 -0.20 0.09 -0.03 -0.13 0.10 0.11 -0.04 -0.07 -0.10 0.07 0.09 0.11 0.09

Density functional theory data (ωB97M-V/def2-TZVPD) for a molecular structure, C30H28BiBr2N2P2S2Te4.

Geometry as XYZ:
```
71
C30H28BiBr2N2P2S2Te4 ωB97M-V/def2-TZVPD
C 2.31 -2.51 -3.72
C -5.06 2.70 -1.73
C -6.61 0.72 -0.56
C -3.03 -1.21 2.61
H 4.23 -1.32 -5.25
Te 0.49 2.94 1.25
C -0.27 4.80 -3.01
C -5.24 0.55 -0.66
H 0.44 5.58 -3.24
H -2.36 6.16 3.22
H -1.99 -1.53 2.55
C -6.43 2.87 -1.61
P -2.65 1.31 -1.23
Br 2.61 -0.84 1.39
H -2.66 4.15 -0.69
C -7.21 1.88 -1.02
Te 2.42 7.36 -0.47
Te 2.20 4.70 -0.09
H 3.49 -3.22 1.71
C 1.42 -2.45 -2.69
H -6.90 3.77 -1.99
H 2.79 -2.61 3.24
C -2.86 4.85 4.86
H -3.28 3.30 6.29
C -2.49 2.78 3.03
C -1.91 2.72 -2.11
C -1.94 1.35 0.29
H -7.21 -0.06 -0.11
C 4.49 -1.33 -4.19
H -6.71 -0.08 2.78
H 0.49 -2.98 -2.56
H 5.28 -2.06 -4.02
S -0.26 0.66 2.70
C 2.67 -2.68 2.16
C -2.51 5.13 3.55
C 3.00 -1.08 -2.21
Te 2.24 1.77 -0.13
H -0.98 1.54 -3.64
C -4.03 -2.14 2.82
H -4.77 -0.36 -0.30
C -1.04 2.52 -3.18
C -2.82 2.50 4.36
N 1.86 -1.55 -1.75
C -0.24 3.56 -3.63
H -2.92 1.47 4.69
H -3.00 5.65 5.57
H -4.46 3.46 -2.20
C -1.98 3.99 -1.53
C -1.18 5.02 -1.97
H 0.46 3.39 -4.44
S -2.16 -0.43 -2.10
N 3.32 -1.63 -3.40
C -4.46 1.54 -1.24
H 3.63 -0.36 -1.73
H -1.13 5.97 -1.45
C -5.68 -0.40 2.74
H -3.77 -3.19 2.93
H -2.04 4.35 1.62
C -2.32 4.10 2.64
Br 1.04 -3.64 1.79
H 4.86 -0.34 -3.92
H -6.14 -2.47 3.06
P -2.06 1.35 1.97
C -4.67 0.54 2.53
H -8.28 2.02 -0.92
Bi -0.09 -0.16 -0.02
C -5.36 -1.74 2.89
C -3.34 0.14 2.49
H -4.93 1.58 2.41
C -3.02 3.53 5.26
H 2.31 -3.09 -4.63
```

Properties
* energy relative to the best compared isomer or geometry (same formula, charge and spin): 112.9 kcal/mol
* net charge: -1

Partial charges, Löwdin, in e: -0.07 -0.07 -0.09 -0.10 0.09 0.20 -0.11 -0.11 0.10 0.11 0.06 -0.09 0.35 0.36 0.10 -0.09 -0.41 -0.26 -0.01 -0.15 0.10 -0.01 -0.08 0.10 -0.36 -0.36 -0.89 0.10 -0.02 0.10 0.10 0.09 0.06 -0.98 -0.07 -0.22 0.08 0.06 -0.08 0.10 -0.11 -0.10 -0.05 -0.08 0.11 0.10 0.10 -0.13 -0.10 0.10 0.17 -0.14 -0.32 0.08 0.10 -0.10 0.10 0.06 -0.13 0.52 0.09 0.10 0.37 -0.11 0.10 0.96 -0.10 -0.34 0.11 -0.08 0.11

Density functional theory data (ωB97M-V/def2-TZVPD) for a molecular structure, C30H28Br2N8O3Zr.

Geometry as XYZ:
```
72
C30H28Br2N8O3Zr ωB97M-V/def2-TZVPD
C -0.29 -3.37 -1.63
C -2.99 0.50 5.65
C 1.96 0.98 5.29
H 0.48 -2.89 2.87
H 1.67 -0.04 5.49
Br -1.29 6.15 -3.31
H -0.24 -5.36 -2.40
H -0.87 0.80 5.26
C -1.60 0.99 6.05
H -2.38 -3.21 -3.29
C 1.90 1.46 3.98
C 0.10 -4.57 0.87
C 0.21 2.56 -2.02
C 0.02 -3.17 0.77
O -0.41 -2.72 -2.82
H 1.92 2.46 -4.17
H 0.26 -5.03 1.84
C 0.29 -2.38 1.93
C -1.87 2.76 -1.07
C -0.19 -4.75 -1.51
C 3.54 0.01 -2.49
N -1.23 1.81 1.89
C -0.20 -2.58 -0.49
N -2.86 0.45 2.40
N -2.75 1.39 3.33
Br 4.31 0.97 -5.04
H 4.38 -0.67 -2.56
C 2.30 2.77 3.70
H -3.04 4.47 -1.59
H -1.42 3.05 3.63
C -0.01 -5.35 -0.26
C 2.73 3.59 4.73
N -1.94 0.72 1.54
C -2.97 -0.98 5.27
H -2.64 2.33 -0.44
H -3.97 -1.34 5.01
N -0.73 2.06 -1.20
H 0.91 4.19 -3.24
H 2.45 1.43 7.32
H -1.26 0.46 6.93
Zr 0.09 0.42 0.35
H -3.71 2.40 4.86
N 0.81 -0.51 3.15
H 2.27 3.13 2.68
C 2.71 -0.02 -1.39
H -3.67 0.64 6.49
C -3.60 1.36 4.54
H 3.04 4.61 4.51
C 2.78 3.11 6.03
O 1.54 1.03 1.63
C -1.38 -3.25 -3.74
H -4.57 0.99 4.22
C -1.74 2.21 3.03
H -2.30 -1.17 4.43
H 3.13 3.75 6.83
H 2.88 -0.73 -0.59
C 2.17 1.77 -3.38
C 3.26 0.91 -3.50
N 0.41 -1.09 1.94
H -1.35 -2.61 -4.61
H 0.06 -6.43 -0.19
C 1.41 0.60 2.90
C 0.10 3.79 -2.64
H -1.15 -4.27 -4.03
O -0.32 -1.25 -0.58
N 1.66 0.80 -1.26
C 1.41 1.70 -2.22
C -1.08 4.50 -2.49
H -2.61 -1.57 6.12
C 2.40 1.80 6.31
C -2.10 3.96 -1.71
H -1.60 2.06 6.28
```

Properties
* energy relative to the best compared isomer or geometry (same formula, charge and spin): 0.0 kcal/mol
* net charge: +2

Partial charges, Löwdin, in e: -0.22 -0.40 -0.04 0.15 0.12 0.90 0.13 0.05 -0.06 0.10 -0.17 -0.02 -0.19 -0.14 -0.08 0.12 0.12 0.00 -0.10 0.04 -0.05 -0.02 -0.22 0.15 -0.05 0.90 0.12 -0.03 0.12 0.16 -0.04 -0.06 -0.12 -0.06 0.11 0.09 0.00 0.12 0.11 0.10 1.87 0.14 0.10 0.11 -0.07 0.15 -0.07 0.11 -0.05 -0.25 -0.04 0.14 -0.06 0.06 0.12 0.14 -0.03 -0.65 -0.13 0.10 0.12 -0.43 -0.03 0.09 -0.25 -0.03 -0.19 -0.66 0.09 -0.06 -0.06 0.09

Density functional theory data (ωB97M-V/def2-TZVPD) for a molecular structure, C30H28BrCl5N3O9S3SbV.

Geometry as XYZ:
```
81
C30H28BrCl5N3O9S3SbV ωB97M-V/def2-TZVPD
O 2.72 -1.38 -0.73
H 1.68 4.41 1.28
C -2.04 -2.74 2.03
C 5.52 -0.39 3.19
C -0.04 3.50 2.31
O -3.08 2.82 -2.13
O 1.26 -0.54 0.74
C -2.33 -2.06 0.83
Br 3.89 0.52 5.34
C -4.53 -3.11 0.84
Cl -0.50 -2.48 2.74
C 3.19 -0.24 2.67
C 0.60 4.36 1.14
H 6.34 -0.28 3.90
N -0.75 5.62 3.96
N -0.89 1.27 1.28
H 3.02 -2.97 -2.92
C 0.26 3.21 0.14
O 2.72 2.29 0.05
S -1.72 2.38 -1.96
C 0.58 -1.89 -4.58
H 2.16 -0.01 2.92
S 1.62 2.55 -0.86
C -4.23 -3.77 2.04
H -2.68 -4.93 -3.44
C 0.12 2.27 1.39
O 1.90 3.39 -1.98
H 0.07 5.67 3.38
C -3.60 -2.27 0.25
C 0.02 5.70 0.85
H -2.43 -4.15 -1.88
Cl -5.40 -4.80 2.78
C -1.59 4.66 -0.64
C 4.83 -0.96 1.10
H 1.60 -2.27 -4.72
H 1.08 1.80 1.57
C -2.98 -3.57 2.62
C 2.57 -3.86 -2.48
C -0.57 -4.64 -2.92
V -0.32 0.08 -0.32
H 0.59 3.47 3.20
H -0.11 -2.63 -4.98
C -1.80 4.85 3.52
C -2.44 2.82 2.28
H 3.15 -4.08 -1.59
H -0.19 -4.70 -3.94
H 3.62 -5.33 -3.69
Cl -3.95 -1.43 -1.21
H 2.11 -4.77 -4.40
C 0.30 -1.59 -3.11
O -0.86 2.48 -3.11
H -2.19 -3.24 -3.36
H -0.45 -5.63 -2.47
H 0.48 -0.99 -5.19
H 0.94 -0.77 -2.77
Sb 0.62 -3.23 -1.75
S -3.35 5.27 4.07
O 0.95 1.25 -1.28
H -2.91 0.96 1.34
H 0.46 6.57 1.32
H 5.08 -1.29 0.10
H -0.73 -1.25 -2.98
N 5.83 -0.82 1.97
C -1.05 5.81 0.07
Cl -6.07 -3.34 0.11
Cl -2.60 -4.38 4.10
C 2.43 -0.87 0.35
H -1.04 6.49 4.37
H -1.51 6.77 -0.09
O -1.73 0.98 -1.41
O -1.46 -1.30 0.26
C -2.12 1.65 1.60
H 2.07 -5.90 -3.06
C -2.04 -4.22 -2.90
H -2.48 4.80 -1.23
C 4.22 -0.09 3.57
C 3.50 -0.68 1.40
C -0.99 3.46 -0.69
C -1.48 3.75 2.69
C 2.59 -5.03 -3.46
H -3.47 3.00 2.55
```

Properties
* 2S+1: 4
* net charge: -2

Partial charges, Löwdin, in e: -0.02 0.15 -0.60 -0.21 -0.12 -0.31 -0.16 -0.45 0.70 -0.70 0.74 -0.04 -0.16 0.09 0.04 -0.03 0.04 -0.30 -0.29 0.51 -0.18 0.12 0.55 -0.72 0.06 -0.25 -0.27 0.06 -0.60 -0.06 0.05 0.63 -0.04 -0.07 0.05 0.12 -0.70 -0.45 -0.48 1.00 0.14 0.05 -0.84 -0.04 0.03 0.03 0.06 0.76 0.05 -0.42 -0.29 0.05 0.03 0.07 0.04 1.46 0.48 -0.42 0.12 0.10 0.12 0.04 0.06 -0.05 0.66 0.65 -0.59 0.06 0.10 -0.45 -0.26 -0.11 0.05 -0.22 0.11 -0.66 -0.09 -0.17 -0.23 -0.22 0.07

Density functional theory data (ωB97M-V/def2-TZVPD) for a molecular structure, C30H28BrFN4O7ReS.

Geometry as XYZ:
```
73
C30H28BrFN4O7ReS ωB97M-V/def2-TZVPD
O -1.10 -1.26 0.15
C -0.37 -3.65 -2.53
Br -1.02 1.76 -1.08
C 0.22 2.99 -0.26
H -0.88 -1.48 2.78
H 2.90 0.38 -4.40
C 5.77 -2.54 0.47
H -2.57 -5.26 -1.80
H -0.88 4.55 -1.08
N 0.06 -3.33 2.27
C -0.14 -1.37 -3.19
C -1.60 -2.49 0.67
C 0.63 5.40 0.23
C 0.92 -4.35 2.64
H 2.19 -4.88 4.13
H 0.26 -3.41 0.19
O 1.08 -5.33 1.94
H 1.47 -2.57 -2.35
C -2.25 -2.46 -3.45
H -1.90 -0.41 -4.00
C 1.36 2.39 0.37
H 7.20 -3.35 1.85
O -2.75 -2.63 0.80
H -3.29 -2.44 -3.76
C -0.13 -2.21 3.08
H -2.11 -5.68 -3.44
H 1.60 8.56 -0.56
H 5.88 -2.74 3.87
H 0.05 -4.57 -2.12
H 2.25 6.34 3.05
C -1.71 -3.64 -2.94
N 2.70 0.56 0.95
H 3.27 1.14 1.55
C 1.54 -3.00 4.65
H 3.24 -1.33 -0.96
C 1.48 7.65 0.02
H -3.57 -4.72 -3.16
H 1.70 -0.46 -5.44
C -2.55 -4.89 -2.83
H 0.29 6.68 -1.48
C 2.53 -0.85 1.32
C 0.43 -2.53 -2.65
C 6.25 -2.84 1.75
C 4.57 -1.90 0.32
H -0.96 -4.49 0.87
F 0.36 -0.94 4.94
C -1.47 -1.32 -3.59
C 4.31 -1.85 2.71
C -0.06 4.29 -0.41
H 0.97 4.45 2.14
Re 0.37 -0.29 -0.39
S 0.83 0.08 -3.37
C 1.17 5.32 1.52
O 2.26 -2.86 5.60
C 0.75 6.59 -0.50
O 4.16 -1.62 -0.97
C -0.52 -3.50 0.95
H 2.62 8.37 1.69
C 3.83 -1.54 1.44
C 5.52 -2.49 2.88
H 2.01 -0.92 2.28
N 1.56 1.12 0.44
C 2.05 7.54 1.28
O 1.67 -1.44 0.31
H 2.12 3.07 0.74
C 2.14 -0.40 -4.44
H 6.33 -2.82 -0.41
N 1.57 -4.14 3.84
C 1.87 6.39 2.04
C 0.54 -2.03 4.20
H 3.72 -1.58 3.59
O 1.57 0.12 -1.95
H 2.54 -1.37 -4.13
```

Properties
* 2S+1: 2
* energy relative to the best compared isomer or geometry (same formula, charge and spin): 32.9 kcal/mol
* net charge: +2

Partial charges, Löwdin, in e: -0.29 -0.01 0.97 -0.52 0.15 0.08 0.01 0.09 0.13 0.03 -0.47 -0.46 -0.22 -0.46 0.18 0.11 0.12 0.12 0.01 0.12 -0.10 0.12 0.23 0.13 0.03 0.10 0.12 0.12 0.14 0.12 -0.22 0.07 0.17 -0.40 0.04 -0.04 0.09 0.09 -0.01 0.13 -0.31 -0.08 -0.04 -0.25 0.15 0.12 -0.06 -0.02 -0.05 0.12 1.47 1.05 -0.04 0.14 -0.01 0.06 -0.05 0.12 -0.13 -0.06 0.13 -0.19 -0.03 -0.29 0.15 -0.18 0.13 0.24 -0.05 -0.21 0.11 -0.66 0.08

| no. | DFT total energy (eV) |
| --- | --- |
| 1 | -119546.92128 |
| 2 | -82539.00192 |
| 3 | -249891.33357 |
| 4 | -190983.40984 |
| 5 | -251853.06691 |
| 6 | -137565.85352 |